Below is a cluster of 3 separate species, C4H11NO2 in total, with properties calculated with ωB97M-V/def2-TZVPD.

Molecular weight: 105.1 g/mol
LUMO: 0.09 eV
Gap between HOMO and LUMO: 9.7 eV
Energy above the lowest of the compared OMol25 structures with the same formula, charge and spin: 255.1 kJ/mol
SMILES: C=NC(=C)C.O.O

Element x y z (Å)
C1 1.013 -0.228 1.641
N1 1.439 -0.746 0.574
C2 0.520 -1.205 -0.407
C3 -0.600 -0.548 -0.710
C4 1.045 -2.283 -1.333
H1 1.669 -0.163 2.505
H2 -0.033 0.033 1.848
H3 -0.919 0.386 -0.268
H4 -1.308 -0.999 -1.394
H5 0.432 -3.169 -1.148
H6 0.932 -2.032 -2.383
H7 2.080 -2.481 -1.072
O1 0.350 2.916 -0.801
H8 0.012 2.199 -0.259
H9 0.651 2.476 -1.602
O2 -2.736 2.146 1.688
H10 -2.681 1.430 1.047
H11 -1.865 2.268 2.075